Formula: C72H135N7O10
Source: the OMol25 dataset
Level of theory: ωB97M-V/def2-TZVPD

Last column: Mulliken charge in e.
Geometry (Å):
1 N -4.562 -1.339 4.343  0.219
2 C -4.360 -1.488 5.745  -0.028
3 H -6.384 -4.390 -1.418  0.492
4 H 4.534 -2.056 -2.982  0.025
5 C 1.477 4.026 -6.035  -0.424
6 C -1.359 3.566 7.502  -0.457
7 H 1.547 1.871 -1.336  0.575
8 H 2.806 7.477 -3.113  0.321
9 H -3.569 5.896 4.911  0.453
10 H -3.583 -0.752 6.019  0.149
11 H 2.008 -0.895 -5.581  0.231
12 H -0.801 5.891 -1.412  0.146
13 C 0.167 8.532 -1.023  -0.419
14 O 5.739 3.240 -0.495  -0.648
15 H -4.477 -3.545 1.031  0.323
16 C 1.882 7.828 -3.577  -1.508
17 H -1.073 4.313 -3.746  0.162
18 C -0.975 -0.695 -0.087  0.177
19 C 2.516 4.995 -6.531  -1.413
20 H 1.622 -5.927 0.321  0.607
21 H -5.716 -6.577 -0.457  0.395
22 O -1.981 -3.599 -0.698  0.362
23 C 2.099 -2.189 -3.775  2.402
24 H -0.169 7.368 -3.302  0.266
25 H 1.514 -5.088 -4.035  -0.150
26 C 0.779 7.086 -2.833  0.691
27 C 3.527 3.345 2.729  0.743
28 H 7.140 0.304 -3.723  0.443
29 H 2.324 -0.661 1.261  -0.166
30 H -6.807 0.530 5.027  0.473
31 H -6.609 1.237 3.423  0.448
32 C -4.663 -2.553 -2.137  -0.480
33 H 4.658 -3.607 -1.217  0.388
34 H 2.621 5.870 -5.925  0.231
35 H 1.528 0.559 5.858  0.096
36 H 1.892 5.064 -0.183  0.140
37 H 3.137 -2.310 3.686  0.272
38 C 0.849 1.140 -0.969  -0.257
39 N 1.499 3.806 -4.598  0.625
40 H 0.653 2.560 -3.231  -0.873
41 H -5.572 -1.739 7.552  0.405
42 H 3.885 -1.252 1.571  0.649
43 C 6.523 1.812 -2.233  -0.701
44 C -6.502 0.321 4.015  -1.840
45 H -4.477 0.785 4.353  -0.161
46 C -0.858 -3.194 -7.026  -0.491
47 C 5.431 -0.360 -2.599  0.178
48 H -3.955 -3.622 3.457  0.543
49 H 2.442 -2.874 2.189  0.135
50 C 2.998 -0.855 2.090  -0.509
51 H -0.524 2.023 3.264  -0.283
52 C 2.429 3.543 3.546  -0.619
53 C 4.613 1.183 -0.909  0.083
54 H -2.941 -3.700 -0.899  -0.649
55 H 4.087 -5.320 -1.403  0.352
56 C -4.727 -2.745 0.333  0.411
57 O 5.361 -1.575 -3.245  -0.702
58 H -0.763 0.314 1.823  0.288
59 H 2.499 -2.573 -5.861  0.464
60 C -5.415 -5.611 0.032  -1.485
61 O 3.413 3.428 1.363  -0.171
62 C 3.167 1.860 -4.412  -0.073
63 H -2.136 2.822 3.432  0.691
64 C -1.023 3.382 -4.338  -1.565
65 N 1.060 -1.748 3.340  1.441
66 C 0.321 0.202 -1.856  -0.523
67 H -2.268 6.003 6.246  0.285
68 H -0.385 -4.671 3.869  0.559
69 C 0.565 -2.809 4.111  -0.564
70 H -5.639 -2.042 -2.276  0.357
71 H -5.659 -0.123 6.781  0.293
72 C -2.686 5.469 5.375  -1.169
73 C 0.421 8.815 0.436  -1.226
74 H 1.830 8.891 -3.376  0.403
75 H 2.485 1.185 -3.877  -0.254
76 H 1.395 4.511 -1.738  -0.476
77 H 1.477 8.613 0.652  0.309
78 H -1.417 -2.376 -1.619  -0.480
79 C 5.567 2.085 -1.223  1.368
80 H -6.873 -2.834 0.802  0.305
81 C -4.273 -3.284 -3.396  -1.118
82 N 3.094 -3.160 -3.213  0.438
83 H 0.194 2.088 7.797  0.074
84 H 0.522 4.025 -0.228  0.041
85 H -6.423 -1.440 -0.210  0.273
86 H -1.634 2.594 -3.855  0.356
87 H -1.034 -4.311 -3.831  0.476
88 H -5.994 -1.385 1.419  0.040
89 C 0.447 2.872 -4.265  0.635
90 H -1.747 -1.408 0.204  -0.376
91 H 2.314 5.140 -7.612  0.427
92 H 3.666 -0.637 -1.343  0.365
93 C -5.676 -1.183 6.580  -1.417
94 H 3.479 4.499 -6.537  0.335
95 O -0.764 -6.824 -7.565  -0.574
96 C -0.476 0.241 0.791  -0.156
97 C 0.965 -0.487 4.051  0.450
98 H -6.604 -1.492 6.104  0.314
99 C -1.055 -4.334 -4.925  0.650
100 H -2.284 -3.455 2.894  -0.259
101 C -3.336 -1.702 3.667  1.619
102 C -0.977 -3.132 -5.640  -0.403
103 C -0.868 -5.589 -6.962  0.967
104 H 4.138 1.645 -4.014  0.137
105 C 6.482 0.598 -2.918  -0.936
106 C -2.012 -6.031 -1.085  -0.264
107 H 3.780 1.427 -0.238  -0.340
108 H 1.601 -1.150 6.039  0.392
109 C -2.986 -3.160 3.691  -1.237
110 H 2.922 -0.374 5.039  0.203
111 H 3.613 -1.455 -5.134  0.393
112 H -3.429 -3.991 -3.329  -0.018
113 H 1.880 7.845 -4.650  0.382
114 H 5.806 2.351 5.020  0.356
115 H -1.973 5.545 4.532  0.212
116 C 4.728 2.889 3.249  -0.703
117 C -3.050 3.978 5.667  -0.436
118 H -6.144 -5.429 0.791  0.324
119 H 1.149 -2.699 -3.940  -0.096
120 H -1.448 3.469 -5.339  0.466
121 C -0.678 2.432 8.299  -1.078
122 H -5.125 -3.886 -3.766  0.389
123 H -1.731 -8.131 -1.275  0.319
124 O 0.729 -8.295 -0.208  -0.593
125 H -0.175 2.099 5.653  -0.907
126 H 3.225 -0.015 2.691  0.072
127 H -7.092 -0.480 3.540  0.301
128 H 1.472 3.796 3.131  0.385
129 H -2.532 -1.025 4.051  -0.610
130 H 6.184 3.917 -1.053  0.277
131 H 0.407 -9.082 -0.641  0.304
132 H 1.784 -4.313 -2.004  -0.334
133 C 0.409 -4.128 3.365  -1.300
134 H -2.936 -6.020 -1.661  0.241
135 O 1.026 2.023 1.281  0.608
136 H -4.432 -5.774 0.464  0.216
137 C 2.685 -3.620 -1.875  1.167
138 H -4.823 -0.017 2.776  0.432
139 N -1.953 3.125 6.214  0.290
140 H 0.498 4.428 -6.300  0.447
141 H -0.185 6.278 0.238  0.569
142 C -0.595 -0.727 -1.420  0.041
143 H 2.036 -4.551 -5.682  0.113
144 C -5.377 -4.642 -1.097  -0.887
145 C -0.080 -4.804 -0.182  -1.151
146 H -3.537 -1.463 2.594  -0.635
147 C -1.387 2.182 3.912  -0.596
148 H 4.256 -4.826 -3.644  0.677
149 H 2.012 -1.311 -3.099  -1.370
150 H -1.514 1.712 8.249  0.300
151 C 4.542 -0.055 -1.580  0.032
152 H 1.769 3.531 5.591  0.496
153 H -3.952 -2.500 5.880  0.397
154 C 2.326 -5.056 -4.755  -0.632
155 H 0.574 0.233 -2.917  0.630
156 H 1.177 0.337 3.333  -0.790
157 H 1.158 -2.951 5.061  0.183
158 C 2.589 -1.723 -5.169  -1.974
159 H -3.914 -1.782 -1.871  0.223
160 H -0.692 -2.254 -7.554  0.449
161 C 3.744 2.882 5.464  0.061
162 C -1.395 -4.821 -0.679  0.808
163 H -4.073 -2.574 -4.204  0.477
164 O 3.954 2.719 6.864  -0.615
165 H 5.622 2.670 2.618  0.349
166 C 3.796 -4.296 -1.072  -2.183
167 C -0.907 2.810 5.206  0.545
168 H 0.530 1.963 -4.898  0.406
169 H -3.861 3.989 6.396  0.528
170 H 2.583 -6.105 -5.014  0.425
171 C 0.012 -7.145 -0.439  0.517
172 H 3.577 3.908 -4.650  0.524
173 O -1.066 -1.692 -2.235  0.620
174 N 0.802 7.186 -1.395  0.193
175 H -1.030 -6.511 -5.067  0.418
176 H -1.127 -1.914 -4.095  0.349
177 H -0.385 -2.521 4.520  0.465
178 C -5.031 -0.033 3.850  0.145
179 H -2.685 -3.525 4.697  0.545
180 H -0.716 4.501 7.342  0.297
181 H 4.030 -3.746 -5.014  0.456
182 H 0.606 9.291 -1.665  0.367
183 H -0.186 8.165 1.101  0.271
184 H -0.042 -0.411 4.490  -0.008
185 C 4.832 2.668 4.609  -0.462
186 C 0.637 -5.965 -0.077  -0.505
187 H 1.333 -4.714 3.296  0.425
188 C 3.499 -4.220 -4.150  -1.042
189 H -4.943 -5.129 -1.964  0.571
190 N -4.604 -3.410 -0.980  1.309
191 H -0.754 -4.495 -8.789  0.280
192 H 0.929 6.017 -3.060  -0.669
193 H 0.252 -3.844 0.126  0.695
194 H 3.503 -4.229 -0.044  0.471
195 C 2.462 -2.009 2.882  -0.669
196 H 4.238 3.393 0.866  0.079
197 H 2.321 -2.729 -1.390  -0.064
198 H 0.161 9.833 0.722  0.426
199 O -0.979 -1.881 -5.060  -0.565
200 C -1.044 -5.569 -5.614  -1.068
201 C -6.080 -2.072 0.632  -1.196
202 C 1.856 -0.341 5.345  -1.272
203 H -0.888 8.512 -1.238  0.337
204 C 2.846 3.298 -4.137  -0.709
205 H 7.343 2.523 -2.463  0.277
206 H -0.566 -6.617 -8.492  0.272
207 H 0.167 -3.937 2.333  -0.209
208 C 1.010 4.813 -0.769  0.156
209 H -0.361 3.695 4.894  0.323
210 H 1.707 2.645 0.933  -0.161
211 C 0.489 1.172 0.374  -0.603
212 H -0.426 2.686 9.315  0.394
213 C -0.838 -4.420 -7.706  -0.791
214 C -1.263 -7.201 -0.966  -0.923
215 H 1.531 3.085 -6.614  0.326
216 H -3.381 3.487 4.741  0.066
217 H 3.087 2.619 7.276  0.278
218 H -1.899 1.232 4.028  -0.031
219 H 3.013 3.525 -3.076  -0.191
220 C 0.105 6.088 -0.795  -0.831
221 C 2.555 3.303 4.896  -0.140
222 H 3.202 1.636 -5.472  0.517
223 H -2.228 3.945 8.051  0.473
224 H -3.897 -1.986 0.355  -0.835

Computed properties:
* LUMO energy: 0.5 eV
* electronic energy: -3959.98043 hartree
* Kohn-Sham gap: 8.3 eV
* E_HOMO: -7.83 eV